# 1
Density functional theory data (ωB97M-V/def2-TZVPD) for a molecular structure, C5H11ClNV2 in a non-equilibrium geometry.

Geometry as XYZ:
```
20
Properties=species:S:1:pos:R:3:forces:R:3:mulliken_charge:R:1
V -0.2670 0.0780 0.1531 -0.64 -0.93 0.41 0.606
Cl -0.1137 1.9961 -1.1387 -0.15 0.64 -0.06 -0.267
C -2.2352 -0.3123 0.6012 0.29 0.19 -0.18 -1.073
H -2.3126 -0.8947 1.5322 0.10 0.15 -0.30 0.322
H -2.7720 -0.8326 -0.2031 0.07 0.16 0.08 0.343
H -2.6712 0.6901 0.7603 0.01 -0.34 -0.02 0.294
V 0.5034 0.4095 -2.6890 0.30 -1.62 0.57 0.376
C 2.3921 0.7673 -3.2810 -0.01 0.07 -0.05 -0.841
C -0.7019 0.1236 -4.3172 0.00 0.00 0.12 -0.990
C 0.5311 -1.2030 -1.3935 -0.53 0.48 -0.24 -0.888
H -1.0828 -0.9112 -4.3172 0.15 0.29 -0.02 0.266
H -1.5564 0.8191 -4.2865 0.24 -0.16 -0.02 0.285
H -0.1347 0.2968 -5.2465 -0.16 -0.05 0.25 0.295
H 3.0288 -0.0547 -2.9114 -0.17 0.30 -0.20 0.237
H 2.4471 0.8372 -4.3804 0.08 0.00 0.37 0.301
H 2.6958 1.7246 -2.8234 0.02 -0.29 -0.22 0.249
H -0.3231 -1.9211 -1.4513 0.36 0.38 -0.21 0.367
H 1.4506 -1.8019 -1.2198 -0.37 0.61 -0.11 0.460
N 0.7767 0.1122 3.2226 -1.01 -0.12 -2.25 -0.436
C 0.3452 0.0770 2.1277 1.43 0.26 2.07 0.092
```
Forces are in eV/Å.

Its net charge is 0. The LUMO energy (spin up / spin down) comes out at -0.065 / -0.026 Eh. Its molecular weight is 222.49 g mol⁻¹. The calculation puts the maximum force at 2.53 eV Å⁻¹. Its expectation value of S² is 4.0089. As for the multiplicity: 4. The value obtained for the orbital gap (spin up / spin down) is 7.72 / 9.24 eV.

***

# 2
Density functional theory data (ωB97M-V/def2-TZVPD) for a molecular structure, C15H36BInNO7.

Geometry as XYZ:
```
61
Properties=species:S:1:pos:R:3:forces:R:3:mulliken_charge:R:1
C 0.9167 -3.6008 4.1083 0.07 0.04 0.03 -0.903
B -0.1587 -2.6386 3.4603 0.09 0.05 -0.38 -0.093
O -1.2982 -2.4154 4.2513 0.36 -0.22 0.70 -0.591
In 0.1518 -1.6701 1.3626 0.14 0.20 0.38 0.849
C 2.3456 -1.1381 1.2217 -0.57 -0.02 -0.10 -1.221
C 2.6625 0.0266 2.1488 0.14 -0.27 0.15 0.122
N 3.1078 -0.4898 3.4655 -0.12 0.19 0.11 -0.796
H 0.7164 -4.6463 3.8537 -0.03 -0.09 0.01 0.308
H 0.9291 -3.4972 5.1982 -0.07 -0.14 0.11 0.204
H 1.9101 -3.3586 3.7278 0.07 -0.14 -0.07 0.274
H -1.3137 -1.4896 4.4967 -0.52 0.31 -0.43 0.264
H -0.6961 -0.0872 1.3600 -0.02 -0.05 -0.08 -0.475
H -0.4076 -2.7103 0.0605 -0.13 -0.03 0.00 -0.427
H 2.5362 -0.8694 0.1808 0.09 -0.01 -0.07 0.303
H 2.9734 -1.9924 1.4815 0.15 -0.01 -0.10 0.430
H 3.4789 0.6502 1.7673 0.03 0.07 0.03 0.059
H 1.7798 0.6640 2.2595 0.06 0.21 -0.10 0.215
H 2.3594 -1.0712 3.8356 0.04 -0.08 -0.06 0.220
H 3.1739 0.2934 4.1102 0.02 -0.05 0.02 0.220
O 0.4692 2.9745 0.5256 0.03 0.22 0.06 -0.503
C 1.3938 3.1160 -0.2256 -0.01 -0.02 0.03 0.565
O 2.5728 2.5427 0.0978 -0.11 0.05 0.04 -0.256
C 3.6729 2.4794 -0.8019 0.09 -0.05 -0.11 -0.340
C 4.5195 3.7365 -0.7659 -0.07 0.05 0.06 -1.119
C 1.2728 3.9732 -1.4670 -0.06 -0.26 -0.11 -0.702
H 3.3317 2.2449 -1.8119 -0.02 0.03 0.00 0.376
H 4.2520 1.6238 -0.4562 -0.02 -0.01 0.01 0.365
H 3.9539 4.6106 -1.0906 0.00 -0.01 -0.04 0.281
H 5.3876 3.6276 -1.4178 0.01 -0.02 0.00 0.384
H 4.8669 3.9207 0.2508 0.03 -0.02 0.00 0.309
H 1.3994 5.0134 -1.1648 -0.02 0.02 -0.02 0.253
H 0.2619 3.8386 -1.8398 -0.04 0.14 0.00 0.032
H 1.9685 3.7559 -2.2740 0.11 -0.03 0.12 0.341
O -1.7058 5.1193 -3.2504 -0.02 0.03 0.02 -0.578
C -2.3729 5.1124 -2.2480 -0.16 -0.02 0.04 0.839
O -2.1092 4.2055 -1.2997 0.14 0.05 -0.20 -0.299
C -2.6987 4.2163 0.0068 0.00 -0.13 0.26 -0.338
C -4.0517 3.5389 0.0290 -0.02 0.01 -0.17 -1.066
C -3.5388 6.0626 -2.0667 0.16 0.13 0.12 -1.094
H -2.7354 5.2350 0.3983 -0.02 0.03 -0.06 0.334
H -1.9863 3.6609 0.6142 0.04 0.00 -0.05 0.336
H -4.7806 4.0596 -0.5946 -0.01 0.03 0.04 0.287
H -4.4341 3.5045 1.0491 0.02 -0.02 0.02 0.361
H -3.9584 2.5185 -0.3404 0.02 -0.03 0.05 0.329
H -4.4081 5.6333 -2.5639 -0.01 -0.02 0.00 0.278
H -3.2875 6.9994 -2.5567 -0.01 -0.03 -0.10 0.308
H -3.7926 6.2671 -1.0303 -0.04 -0.07 0.00 0.336
O 0.8508 -4.2850 -1.6812 0.32 -0.10 -0.43 -0.468
C 0.0344 -5.1503 -1.7205 -0.30 0.10 0.33 0.650
O -0.7414 -5.2760 -2.8420 0.21 -0.02 0.02 -0.363
C -1.6587 -6.3493 -3.0096 -0.09 -0.04 0.01 -0.423
C -2.9963 -6.0722 -2.3517 0.02 0.05 0.04 -0.936
C -0.2366 -6.0318 -0.5220 0.05 -0.20 -0.16 -0.842
H -1.2245 -7.2896 -2.6632 -0.01 0.01 0.01 0.354
H -1.7848 -6.4366 -4.0891 0.00 0.01 -0.01 0.311
H -2.8950 -5.9625 -1.2726 0.01 -0.03 0.01 0.271
H -3.6955 -6.8861 -2.5522 0.00 -0.01 -0.02 0.342
H -3.4156 -5.1447 -2.7403 -0.01 0.00 -0.01 0.293
H -0.8976 -5.4771 0.1454 0.02 0.07 0.01 0.210
H 0.7076 -6.1882 -0.0087 0.01 0.11 0.05 0.303
H -0.6771 -7.0005 -0.7482 -0.06 0.04 0.01 0.320
```
Forces are in eV/Å.

Its net charge is -1. The LUMO energy comes out at 0.091 Eh. Its molecular weight is 468.08 g mol⁻¹. The calculation puts the maximum force at 0.82 eV Å⁻¹. The value obtained for the orbital gap is 5.69 eV.

***

# 3
Density functional theory data (ωB97M-V/def2-TZVPD) for a molecular structure, C44H41IrN7P2S in a non-equilibrium geometry.

Geometry as XYZ:
```
96
Properties=species:S:1:pos:R:3:forces:R:3:mulliken_charge:R:1
Ir 0.6824 0.1945 0.6672 -1.56 -2.07 -2.01 3.881
N 0.0966 -0.6478 2.9898 0.82 -0.09 -1.13 -0.141
C -0.9894 0.0850 3.5142 -0.90 0.81 0.56 0.123
C -1.0856 0.4106 4.8526 0.11 -0.39 -0.73 -0.606
C -2.2188 1.0661 5.3431 -0.60 0.29 -0.15 -1.094
C -3.2377 1.4332 4.4963 0.28 -0.09 0.21 -0.828
C -3.1497 1.1768 3.1099 0.46 -0.23 -0.05 0.543
C -4.1080 1.6274 2.1797 0.22 -0.09 -0.14 -1.193
C -3.8868 1.4224 0.8405 -0.05 -0.07 0.25 -1.088
C -2.7193 0.7658 0.4414 -0.06 0.15 -0.50 -0.399
N -1.8090 0.3270 1.2830 1.58 0.07 -0.33 1.304
C -2.0009 0.5018 2.6083 0.17 0.17 0.95 0.293
H 0.8261 -0.7595 3.6929 0.00 -0.04 -0.23 0.359
H -0.2201 -1.5686 2.6836 0.08 0.01 0.27 -0.111
H -0.3049 0.1168 5.5384 0.12 -0.08 0.10 0.496
H -2.2998 1.2665 6.4003 0.03 0.07 0.07 0.462
H -4.1052 1.9543 4.8712 -0.12 -0.01 0.09 0.521
H -4.9849 2.1496 2.5323 -0.10 0.08 0.01 0.526
H -4.5730 1.7906 0.0947 -0.09 -0.08 -0.10 0.647
H -2.5203 0.6144 -0.6096 -0.01 0.09 0.04 0.299
C 0.0319 5.5510 -0.0811 -0.83 0.38 -0.36 -0.623
N 1.1143 4.9579 0.6564 0.40 -1.23 0.34 0.248
C 2.2097 5.6036 1.1418 0.87 -0.07 0.80 -0.761
C 2.9194 4.7121 1.8824 0.06 1.03 -0.37 -0.358
N 2.2555 3.5038 1.8398 -0.70 0.33 -0.56 0.378
C 1.1481 3.6731 1.0636 0.33 0.09 -0.01 -0.230
S -0.0835 2.5767 0.6577 -0.09 -0.94 -0.04 -0.216
C 2.7029 2.3683 2.5478 0.10 -0.22 0.53 0.358
C 3.3969 2.5874 3.7387 -0.10 -0.16 -0.23 -0.858
C 3.9964 1.5149 4.3736 -0.11 0.00 -0.20 -0.721
C 3.8985 0.2577 3.7898 -0.11 0.06 -0.14 -0.877
C 3.1274 0.1249 2.6496 0.28 -0.23 0.30 -0.365
N 2.5073 1.1463 2.0476 -0.53 0.28 -0.21 0.168
H 0.3327 6.5281 -0.4526 0.07 -0.09 0.00 0.355
H -0.8297 5.6799 0.5777 0.05 0.03 -0.06 0.352
H -0.2627 4.9056 -0.9094 0.12 0.04 0.02 0.163
H 2.4155 6.6389 0.9408 -0.04 0.10 -0.01 0.512
H 3.8449 4.8555 2.4034 0.14 -0.04 0.01 0.569
H 3.4547 3.5774 4.1616 0.01 0.09 0.01 0.648
H 4.5363 1.6647 5.2955 0.08 0.00 0.10 0.516
H 4.3982 -0.5984 4.2159 0.01 -0.09 0.01 0.513
H 3.0151 -0.8418 2.1752 -0.07 -0.05 0.05 0.469
N -1.1803 -1.3369 -1.4469 0.61 0.55 0.59 0.091
P -0.4569 -2.0164 -0.0468 -0.11 -0.31 -1.16 -0.727
C 0.4747 -3.4392 -0.7337 0.17 0.85 0.64 1.119
C 1.8502 -3.5653 -0.6151 0.05 -0.04 0.05 -0.195
C 2.4825 -4.6658 -1.1767 -0.03 -0.02 0.00 -0.826
C 1.7320 -5.6256 -1.8428 0.24 0.00 0.01 -0.662
C 0.3578 -5.4872 -1.9679 -0.22 0.07 -0.07 -0.855
C -0.2807 -4.3905 -1.4175 -0.02 -0.01 0.10 -0.775
C -1.7819 -2.8110 0.8872 0.51 0.50 0.40 1.006
C -3.1380 -2.6589 0.6093 0.09 0.22 -0.11 -0.415
C -4.0711 -3.3309 1.3777 -0.01 -0.13 0.10 -0.797
C -3.6648 -4.1182 2.4497 0.13 0.04 -0.11 -0.610
C -2.3123 -4.2534 2.7474 -0.13 0.00 0.09 -0.925
C -1.3733 -3.6105 1.9649 0.16 0.08 -0.21 -0.734
P -0.1326 -0.1248 -2.0733 -2.04 0.09 -0.38 -0.602
C 0.4356 -0.7726 -3.7003 1.07 0.06 0.60 1.554
C -0.5213 -1.3523 -4.5359 -0.17 0.03 0.48 -0.715
C -0.1539 -1.7929 -5.7926 0.01 0.02 0.03 -0.881
C 1.1610 -1.6721 -6.2181 0.07 0.14 0.03 -0.638
C 2.1126 -1.0968 -5.3869 -0.06 0.00 -0.15 -0.685
C 1.7475 -0.6272 -4.1353 -0.09 -0.17 0.16 -0.384
C -1.1868 1.2314 -2.6887 0.70 0.04 0.83 1.278
C -2.5236 1.0807 -3.0459 0.02 0.03 0.15 -0.455
C -3.2032 2.1735 -3.5575 -0.08 -0.07 -0.08 -0.903
C -2.5617 3.3946 -3.7218 0.03 0.05 0.07 -0.737
C -1.2279 3.5414 -3.3616 -0.02 -0.09 -0.11 -0.655
C -0.5418 2.4583 -2.8454 0.03 -0.11 0.04 -0.919
H -1.6158 -1.9970 -2.0911 0.14 0.07 0.01 0.592
H 2.4135 -2.8165 -0.0752 0.08 -0.05 0.03 0.329
H 3.5524 -4.7825 -1.0836 0.05 -0.04 0.01 0.510
H 2.2207 -6.4930 -2.2647 0.02 -0.01 -0.01 0.471
H -0.2237 -6.2367 -2.4868 0.01 -0.03 -0.01 0.490
H -1.3551 -4.2896 -1.4960 -0.11 -0.11 0.00 0.402
H -3.4612 -2.0354 -0.2094 -0.08 0.10 -0.12 0.467
H -5.1224 -3.2511 1.1495 -0.09 0.04 -0.08 0.521
H -4.4035 -4.6402 3.0391 -0.04 -0.02 0.08 0.482
H -1.9999 -4.8647 3.5807 0.04 -0.08 0.01 0.515
H -0.3150 -3.7642 2.1456 0.08 -0.11 0.08 0.466
H -1.5519 -1.4436 -4.2251 -0.16 -0.02 -0.05 0.167
H -0.9010 -2.2232 -6.4421 -0.06 -0.04 -0.05 0.487
H 1.4287 -1.9982 -7.2122 0.09 -0.09 -0.01 0.467
H 3.1334 -1.0110 -5.7237 0.11 0.08 -0.04 0.467
H 2.4724 -0.1517 -3.4932 0.17 0.05 0.02 0.378
H -3.0278 0.1312 -2.9451 -0.11 -0.11 0.07 0.435
H -4.2419 2.0704 -3.8339 -0.06 -0.02 -0.09 0.534
H -3.1045 4.2331 -4.1332 -0.04 0.04 -0.02 0.478
H -0.7267 4.4869 -3.5011 0.04 0.09 -0.05 0.632
H 0.5014 2.5414 -2.5650 0.07 0.15 -0.02 0.405
C 4.8829 -0.2407 -1.5662 1.31 -0.01 -0.60 -1.339
C 3.6282 -0.2677 -0.9252 -1.95 -0.12 0.96 0.317
N 2.5999 -0.3023 -0.4078 -0.70 0.67 0.76 -0.002
H 5.6232 -0.7816 -0.9716 -0.03 0.00 -0.02 0.404
H 5.2217 0.7903 -1.6892 -0.02 -0.01 0.00 0.367
H 4.8131 -0.7093 -2.5487 0.01 -0.03 -0.02 0.373
```
Forces are in eV/Å.

Its net charge is +4. The LUMO energy (spin up / spin down) comes out at -0.492 / -0.470 Eh. Its molecular weight is 954.09 g mol⁻¹. The calculation puts the maximum force at 3.28 eV Å⁻¹. Its expectation value of S² is 0.9457. As for the multiplicity: 2. The value obtained for the orbital gap (spin up / spin down) is 4.83 / 5.46 eV.

***

# 4
Density functional theory data (ωB97M-V/def2-TZVPD) for a molecular structure, C14H35ClN2O in a non-equilibrium geometry.

Geometry as XYZ:
```
53
Properties=species:S:1:pos:R:3:forces:R:3:mulliken_charge:R:1
C -1.3453 1.9966 3.9871 -1.12 -3.24 6.45 -1.632
C -1.1053 0.5596 3.5831 -5.51 -0.49 -0.42 -0.233
N -0.0163 0.2496 2.6631 1.23 0.67 -2.19 1.134
C -0.3243 0.8196 1.2761 6.40 2.25 0.36 -1.893
C 1.3267 0.9206 3.0111 2.56 -4.53 1.20 -0.911
C 1.8717 0.4616 4.4551 -2.58 7.17 -1.05 -1.163
C 0.1837 -1.2314 2.6251 1.49 3.34 -12.41 -1.981
C -0.8323 -2.0344 1.8491 5.08 -1.38 -0.51 -1.620
O -0.5113 -3.4074 1.9611 -1.44 0.90 -0.02 -0.475
C 0.4347 -3.7804 1.0081 3.84 1.27 -1.14 -0.400
H -2.2953 2.1116 4.6411 0.85 -0.66 -1.74 0.360
H -1.3373 2.6686 3.2991 -0.24 3.95 -4.77 0.490
H -0.7303 2.3846 4.7791 1.37 -0.14 0.17 0.373
H -2.2763 0.3386 2.9741 3.80 0.12 1.41 0.307
H -1.1803 -0.1634 4.4331 0.62 0.74 -0.69 0.314
H -0.1333 1.9116 1.1781 -0.23 0.10 1.63 0.557
H -1.2563 0.8326 0.9691 -4.64 -1.46 -1.47 1.072
H 0.5397 0.7256 0.5361 -1.28 -1.98 1.04 0.050
H 1.1437 1.8926 2.9621 -0.83 4.31 0.16 0.744
H 2.1667 0.7296 2.2381 -1.92 -0.42 0.72 0.451
H 1.9067 -0.5274 4.4471 0.00 -4.27 0.90 0.365
H 1.2207 1.1026 5.2271 1.25 -2.29 -1.20 0.196
H 2.8497 0.9016 4.5391 0.53 -0.09 0.00 0.451
H 0.3417 -1.5274 3.4401 0.66 -4.19 12.67 1.602
H 1.2417 -1.4634 2.2921 -1.03 0.88 -1.02 0.586
H -1.0323 -1.6694 0.8931 0.71 0.17 -2.26 0.701
H -1.6353 -1.7544 2.2791 -6.47 0.41 3.54 0.816
H 1.5157 -3.4844 1.3651 -1.60 -1.19 -0.12 0.210
H 0.5227 -3.0704 0.1141 -1.04 -1.22 0.62 0.097
H 0.3847 -4.8644 0.7571 -0.15 1.00 0.22 0.290
Cl 2.6397 -0.9814 -0.4249 0.43 -1.03 1.44 -0.694
C -2.6493 0.4416 -4.3789 0.30 -5.18 3.89 -1.240
C -1.7293 0.8236 -3.2329 2.91 -2.11 0.47 -0.305
N -0.2543 0.6866 -3.6929 -3.22 -1.46 0.30 0.122
C 0.6997 1.6416 -3.1009 2.42 -6.42 -0.38 -1.127
C 1.2217 1.0836 -1.7529 2.91 3.07 -1.22 -0.572
C 0.1617 -0.7684 -3.9469 3.40 7.15 -0.02 -0.520
C 0.9337 -0.6564 -5.2319 3.03 -2.17 -0.20 -1.136
H -2.3583 0.9266 -5.2139 1.12 0.94 -3.00 0.350
H -3.5453 0.8436 -4.0519 -2.42 0.37 0.23 0.490
H -2.7323 -0.7724 -4.3809 0.02 3.01 -0.75 0.244
H -2.0333 0.3776 -2.1349 0.71 0.81 -2.53 -0.070
H -1.7913 1.8466 -3.2459 -0.46 2.75 0.95 0.439
H 0.2367 2.4746 -3.2399 -3.18 5.68 0.70 0.721
H 1.4467 1.8186 -3.9039 0.57 -0.73 0.79 0.315
H 1.9757 1.8196 -1.2109 -1.12 -1.26 -1.26 0.357
H 1.8137 0.1446 -1.8839 -1.00 1.18 0.06 0.047
H 0.4687 1.0036 -1.0259 -1.35 -0.56 0.18 0.039
H -0.6293 -1.3344 -4.0639 -4.02 -2.83 -0.28 0.528
H 0.7637 -0.9794 -3.1049 0.76 -1.30 0.67 0.241
H 1.9537 -0.1714 -5.1369 -1.32 0.08 0.33 0.286
H 0.4347 -0.1614 -6.0979 0.06 -0.97 0.72 0.263
H 1.3357 -1.7364 -5.3259 -0.88 1.26 -1.15 0.365
```
Forces are in eV/Å.

Its net charge is 0. The LUMO energy comes out at -0.004 Eh. Its molecular weight is 282.90 g mol⁻¹. The calculation puts the maximum force at 13.36 eV Å⁻¹. The energy above the lowest of the compared OMol25 structures with the same formula, charge and spin comes out at 3.0165 eV. The value obtained for the orbital gap is 6.88 eV.

***

- Which value of net charge does entry 1 give?
  0

***

Please write out number 1 again, unchanged.
Density functional theory data (ωB97M-V/def2-TZVPD) for a molecular structure, C5H11ClNV2 in a non-equilibrium geometry.

Geometry as XYZ:
```
20
Properties=species:S:1:pos:R:3:forces:R:3:mulliken_charge:R:1
V -0.2670 0.0780 0.1531 -0.64 -0.93 0.41 0.606
Cl -0.1137 1.9961 -1.1387 -0.15 0.64 -0.06 -0.267
C -2.2352 -0.3123 0.6012 0.29 0.19 -0.18 -1.073
H -2.3126 -0.8947 1.5322 0.10 0.15 -0.30 0.322
H -2.7720 -0.8326 -0.2031 0.07 0.16 0.08 0.343
H -2.6712 0.6901 0.7603 0.01 -0.34 -0.02 0.294
V 0.5034 0.4095 -2.6890 0.30 -1.62 0.57 0.376
C 2.3921 0.7673 -3.2810 -0.01 0.07 -0.05 -0.841
C -0.7019 0.1236 -4.3172 0.00 0.00 0.12 -0.990
C 0.5311 -1.2030 -1.3935 -0.53 0.48 -0.24 -0.888
H -1.0828 -0.9112 -4.3172 0.15 0.29 -0.02 0.266
H -1.5564 0.8191 -4.2865 0.24 -0.16 -0.02 0.285
H -0.1347 0.2968 -5.2465 -0.16 -0.05 0.25 0.295
H 3.0288 -0.0547 -2.9114 -0.17 0.30 -0.20 0.237
H 2.4471 0.8372 -4.3804 0.08 0.00 0.37 0.301
H 2.6958 1.7246 -2.8234 0.02 -0.29 -0.22 0.249
H -0.3231 -1.9211 -1.4513 0.36 0.38 -0.21 0.367
H 1.4506 -1.8019 -1.2198 -0.37 0.61 -0.11 0.460
N 0.7767 0.1122 3.2226 -1.01 -0.12 -2.25 -0.436
C 0.3452 0.0770 2.1277 1.43 0.26 2.07 0.092
```
Forces are in eV/Å.

Its net charge is 0. The LUMO energy (spin up / spin down) comes out at -0.065 / -0.026 Eh. Its molecular weight is 222.49 g mol⁻¹. The calculation puts the maximum force at 2.53 eV Å⁻¹. Its expectation value of S² is 4.0089. As for the multiplicity: 4. The value obtained for the orbital gap (spin up / spin down) is 7.72 / 9.24 eV.

***

- The highest net charge belongs to which entry?
  C44H41IrN7P2S

***

- Which of these has the lowest molecular weight?
  C5H11ClNV2